Formula: C44H52I2N9O4STi
Source: the OMol25 dataset
Level of theory: ωB97M-V/def2-TZVPD

CARTESIAN COORDINATES (ANGSTROEM)
Ti (1.1676, -0.3867, 0.5172)
I (8.7361, -1.0790, 2.1295)
C (6.7571, -0.9216, 1.5069)
C (6.4661, -0.3144, 0.2913)
C (5.1469, -0.2012, -0.1131)
I (4.6786, 0.9426, -1.8008)
C (4.1225, -0.7516, 0.6635)
O (2.8240, -0.7085, 0.2651)
C (4.4207, -1.3123, 1.9011)
C (3.2916, -1.8498, 2.7402)
N (2.1083, -0.9540, 2.7610)
C (2.3437, 0.2887, 3.5037)
C (2.4602, 1.4952, 2.6172)
C (3.0911, 2.6343, 3.0879)
C (3.1663, 3.7565, 2.2859)
C (2.6255, 3.7007, 1.0077)
C (2.0162, 2.5379, 0.6062)
N (1.9074, 1.4531, 1.3956)
C (5.7374, -1.3852, 2.3225)
H (7.2636, 0.0791, -0.3261)
H (3.6500, -2.0255, 3.7561)
H (2.9556, -2.7979, 2.3281)
H (1.3798, -1.4643, 3.2371)
H (3.2464, 0.2199, 4.1103)
H (1.5159, 0.4624, 4.1929)
H (3.5343, 2.6318, 4.0767)
H (3.6489, 4.6579, 2.6435)
H (2.6984, 4.5396, 0.3291)
H (1.5992, 2.4413, -0.3792)
H (5.9706, -1.8142, 3.2903)
C (1.5181, -5.9247, 1.2864)
N (0.1367, -5.5608, 0.9663)
C (-0.9184, -6.4559, 0.9513)
C (-2.0131, -5.7716, 0.6143)
N (-1.6328, -4.4372, 0.4301)
C (-0.2896, -4.3196, 0.6578)
S (0.8522, -3.0526, 0.5333)
C (-2.5630, -3.4399, -0.0078)
C (-3.7453, -3.8341, -0.6203)
C (-4.6361, -2.8523, -1.0115)
C (-4.3188, -1.5192, -0.7964)
C (-3.1128, -1.2379, -0.1880)
N (-2.2513, -2.1794, 0.2119)
H (1.6027, -7.0062, 1.2522)
H (1.7822, -5.5741, 2.2824)
H (2.1963, -5.4807, 0.5649)
H (-0.7939, -7.5026, 1.1761)
H (-3.0276, -6.1100, 0.5158)
H (-3.9764, -4.8723, -0.8089)
H (-5.5703, -3.1279, -1.4856)
H (-4.9952, -0.7263, -1.0879)
H (-2.8027, -0.2142, 0.0012)
C (-1.2046, 2.1628, 4.2380)
N (-1.0797, 1.5363, 2.9240)
C (-1.0414, 2.4671, 1.8045)
C (-1.1226, 0.1977, 2.7313)
N (-0.4565, -0.3545, 1.7238)
N (-1.8308, -0.5410, 3.6148)
C (-3.0872, -0.0656, 4.2030)
C (-1.5766, -1.9629, 3.8218)
H (-0.4034, 2.8955, 4.3492)
H (-1.1048, 1.4237, 5.0270)
H (-2.1548, 2.6864, 4.3562)
H (-1.9902, 3.0075, 1.7415)
H (-0.8756, 1.9305, 0.8772)
H (-0.2458, 3.1994, 1.9493)
H (-0.8307, -1.2883, 1.4982)
H (-3.3873, 0.8770, 3.7559)
H (-3.0075, 0.0550, 5.2834)
H (-3.8667, -0.8002, 3.9977)
H (-0.5608, -2.2237, 3.5354)
H (-2.2672, -2.5821, 3.2498)
H (-1.7108, -2.1897, 4.8795)
C (-1.6629, 7.5162, -3.6281)
O (-1.4865, 6.1181, -3.3207)
C (-2.5848, 5.3435, -3.2112)
C (-3.8897, 5.7735, -3.3982)
C (-4.9315, 4.8747, -3.2428)
C (-4.6885, 3.5517, -2.8832)
C (-3.3920, 3.1150, -2.6974)
C (-2.3393, 4.0045, -2.8792)
N (-0.9554, 3.7141, -2.6559)
C (-0.2912, 2.6203, -2.5058)
C (-0.7280, 1.2763, -2.8173)
C (-1.3992, 1.0458, -4.0306)
C (-1.7402, -0.2280, -4.4098)
C (-1.4588, -1.2855, -3.5424)
C (-0.8042, -1.0723, -2.3465)
C (-0.3804, 0.2033, -1.9852)
O (0.2508, 0.4249, -0.7978)
H (-0.6713, 7.9516, -3.6172)
H (-2.2860, 7.9990, -2.8770)
H (-2.1017, 7.6338, -4.6180)
H (-4.0929, 6.8021, -3.6649)
H (-5.9483, 5.2122, -3.4008)
H (-5.5141, 2.8641, -2.7547)
H (-3.2008, 2.0921, -2.4034)
H (-0.4239, 4.5834, -2.6046)
H (0.7345, 2.7620, -2.1858)
H (-1.6166, 1.8869, -4.6809)
H (-2.2220, -0.4056, -5.3623)
H (-1.7587, -2.2923, -3.8120)
H (-0.5949, -1.8907, -1.6745)
C (2.6330, -1.5248, -4.3631)
C (2.2516, -2.1916, -3.0743)
C (2.2388, -3.6958, -3.0714)
O (1.9561, -1.5511, -2.0841)
H (1.9432, -1.8351, -5.1539)
H (3.6314, -1.8465, -4.6722)
H (2.6137, -0.4428, -4.2641)
H (1.6270, -4.0738, -3.8950)
H (1.8641, -4.0709, -2.1216)
H (3.2538, -4.0689, -3.2386)

* relative energy (zero: lowest compared OMol25 entry of this formula, charge and spin): 32.39 kcal/mol
* charge: +3
* gap between HOMO and LUMO: 6.4 eV
* energy: -4344.0079 Ha
* lowest unoccupied orbital energy: -7.8 eV
* F_max: 0.0456 Eh/bohr